(1)
The following is a DFT calculation (ωB97M-V/def2-TZVPD) of one molecule with the formula C25H31N3O5.

Output
Energy above the lowest of the compared OMol25 structures with the same formula, charge and spin   75.5 kJ/mol
Calculated total energy   -1511.74363 Ha
HOMO   -8.07 eV
Total charge   0

Cartesian coordinates (Å):
O -6.1446 -1.3207 -2.0316
O 0.8333 -3.0030 1.3328
O -1.9680 -2.0871 0.9635
O -1.6709 2.2699 1.1355
O -7.5044 -0.6277 -0.3740
N 4.7799 -1.0307 0.3058
N -5.5255 0.4681 1.0238
N 1.2215 -0.7543 1.3389
C -8.5980 -1.1733 -1.0938
C 0.8377 0.6053 -1.3553
C 3.3612 -1.2904 0.2135
C -0.9899 -1.3755 1.0396
C 0.5261 0.4992 1.1322
C 2.6537 -0.8018 1.4917
C 5.6245 -2.0468 -0.2873
C 6.0995 0.8913 1.0720
C 0.4461 -1.8579 1.2473
C -3.3344 0.5817 0.7421
C -3.8710 -0.1494 -0.3481
C -5.2417 -0.1970 -0.1447
C -1.9426 0.9520 0.9544
C -4.3935 0.9547 1.5653
C -3.1279 -0.7303 -1.4897
C -6.2879 -0.7807 -0.9619
C 1.6970 2.4095 -0.0322
C 2.1823 3.0168 -1.1785
C 5.4301 -2.2795 -1.7908
C 1.9972 2.4188 -2.4125
C 1.3210 1.2125 -2.4997
C -0.9137 0.0746 0.9975
C -4.3900 1.7023 2.8519
C 1.0228 1.2008 -0.1127
C 5.1677 0.3357 -0.0039
H -6.4521 0.5366 1.4121
H 2.8975 -1.4857 2.3089
H 7.0112 0.3026 1.1268
H 2.9002 -0.8014 -0.6599
H 3.1940 -2.3647 0.1279
H 2.3790 2.8904 -3.3057
H 6.6618 -1.7607 -0.0963
H -8.6897 -0.6905 -2.0691
H -4.8324 2.6929 2.7304
H -3.3756 1.8146 3.2251
H -8.4548 -2.2448 -1.2462
H 2.7100 3.9565 -1.1057
H -2.2806 -0.1033 -1.7602
H 4.4203 -2.6249 -1.9977
H -3.7915 -0.8570 -2.3399
H 1.8419 2.8793 0.9303
H -4.9732 1.1671 3.5998
H 6.1315 -3.0329 -2.1396
H 5.6024 -1.3640 -2.3526
H 6.3636 1.9218 0.8466
H 5.6135 0.8536 2.0431
H -2.4812 2.7878 1.0449
H 1.1742 0.7418 -3.4606
H 0.3185 -0.3410 -1.4190
H -2.7507 -1.7113 -1.1998
H 4.2725 0.9611 -0.0600
H 0.6706 1.1587 2.0000
H -9.4831 -0.9875 -0.4904
H 5.4338 -2.9827 0.2456
H 5.6679 0.4014 -0.9801
H 3.0027 0.1989 1.7503

(2)
The following is a DFT calculation (ωB97M-V/def2-TZVPD) of one molecule with the formula C8H14 in a non-equilibrium geometry.

Output
Energy above the lowest of the compared OMol25 structures with the same formula, charge and spin   633.9 kJ/mol
Calculated total energy   -312.97595 Ha
HOMO   -6.96 eV
Total charge   0

Cartesian coordinates (Å):
C -0.1365 -1.6485 -0.0308
C -0.6530 -0.4801 0.7801
C -0.3842 -0.5434 -0.9121
C -1.0636 -0.7765 3.1068
C 0.5934 2.2169 -1.0692
C 0.7003 -0.2081 -1.8624
C -0.1331 -0.3106 2.0440
C 0.7995 1.2985 -2.2752
H 0.7262 1.7975 -0.0732
H -0.3864 2.6833 -1.1178
H -2.1183 -0.6559 2.8734
H 0.5666 -0.8325 -2.7516
H -0.0538 1.4135 -2.9473
H 1.7339 1.4702 -2.8058
H 0.6584 0.3996 2.2591
H -0.8666 -1.8364 3.2723
H 1.7054 -0.4546 -1.4849
H -1.7340 -0.3786 0.7073
H 1.3669 2.9824 -1.0582
H -0.9047 -0.2979 4.0791
H 0.8940 -1.9478 0.2207
H -0.7883 -2.5120 -0.1167

(3)
The following is a DFT calculation (ωB97M-V/def2-TZVPD) of a 2-piece molecular cluster, C4H12O2 overall in a non-equilibrium geometry.

Output
Energy above the lowest of the compared OMol25 structures with the same formula, charge and spin   33.1 kJ/mol
Calculated total energy   -310.06033 Ha
HOMO   -10.01 eV
Total charge   0

Cartesian coordinates (Å):
O -1.1918 -2.8263 -0.0711
O 3.0911 -0.1551 -0.7476
C -0.6564 0.9186 -0.3090
C -0.5633 -1.6368 -0.5852
C -0.7720 -0.4531 0.3207
C -0.3143 1.9717 0.7336
H 3.2838 0.7742 -0.8842
H -1.7856 -2.5876 0.6431
H 0.6929 1.8382 1.1161
H -1.0523 1.9935 1.5371
H -1.5595 1.1823 -0.8506
H 3.2728 -0.3981 0.1618
H -0.3409 2.9540 0.2861
H -0.1184 -0.5943 1.1858
H -0.8900 -1.5185 -1.6208
H 0.5045 -1.8648 -0.6497
H -1.7879 -0.5229 0.7514
H 0.1873 0.9250 -1.0177

(4)
The following is a DFT calculation (ωB97M-V/def2-TZVPD) of a 4-piece molecular cluster, C32H50BNO7P overall.

Output
Energy above the lowest of the compared OMol25 structures with the same formula, charge and spin   20.4 kJ/mol
Calculated total energy   -2196.94120 Ha
HOMO   -10.58 eV
Total charge   +1

Cartesian coordinates (Å):
P 3.3033 -0.2257 -1.0747
O -3.4514 -0.9670 -1.2351
O 3.3293 2.9674 -5.2714
O 1.2203 3.6909 -5.4854
O 4.6280 -0.7947 -1.7247
O 3.6734 -0.1116 0.4568
O -2.8296 0.4829 0.5293
O 2.8430 1.0345 -1.6940
N -1.2199 -0.1836 -2.8031
C -3.4640 0.1465 -6.8500
C 1.5778 1.4492 -4.7424
C -5.4129 0.4388 -8.2213
C 1.9849 -1.4705 -1.1169
C 2.0243 5.1272 -3.6183
C -3.1705 -4.0998 9.5495
C -1.7743 -2.4522 11.2946
C -0.6687 0.4820 -4.0439
C -0.2863 -1.2315 -2.2380
C 1.5018 5.0380 -5.0379
C -1.8893 -3.6737 9.2278
C 4.0436 -1.8091 -3.8904
C -1.1921 -2.8475 10.0985
C 1.9599 -1.3774 6.4031
C 0.6329 -0.7201 -1.1380
C 4.6525 -1.9969 -2.5121
C -4.2525 0.2518 -5.7129
C 2.3571 -0.0570 6.2436
C -5.6214 0.4460 -5.8262
C -0.1760 -0.6350 7.2233
C 3.3229 0.7986 2.6584
C 2.1527 2.7729 -5.1759
C 0.3939 1.5491 -3.7718
C -3.0543 -2.8803 11.6176
C 1.4905 0.9744 6.5785
C 0.2245 0.6851 7.0692
C -4.0446 0.2410 -8.1063
C -6.2009 0.5381 -7.0828
C 0.6931 -1.6656 6.8917
C -3.7536 -3.7013 10.7440
C -1.7510 0.7885 -1.8044
C 3.3526 1.1154 1.1719
B -2.7214 0.0771 -0.7596
H 2.6384 -2.1816 6.1488
H 1.5332 4.4117 -2.9584
H -3.7141 -4.7441 8.8707
H -2.3780 1.4827 -2.3712
H -0.9129 -2.0325 -1.8518
H -4.7530 -4.0317 10.9950
H 1.8031 2.0041 6.4601
H 3.1100 -1.2513 -3.8474
H 2.9414 -0.2095 2.8026
H 1.7904 6.1178 -3.2330
H -3.8024 0.1822 -4.7268
H 1.2987 0.8916 -5.6390
H -7.2681 0.6875 -7.1752
H 2.0592 -2.1428 -1.9673
H 0.2608 -1.6460 -3.0799
H 0.8086 0.3450 -1.2075
H -3.5072 -2.5743 12.5515
H 4.7383 -1.2867 -4.5411
H 5.7053 -2.2340 -2.6387
H -1.2299 -1.8107 11.9752
H 2.2129 5.4818 -5.7317
H -0.3501 -0.2986 -4.7282
H -2.0452 -0.6942 -3.1217
H -0.1944 -2.5115 9.8455
H 2.4054 0.9122 -4.2862
H 3.8519 -2.7900 -4.3235
H -1.4338 -3.9880 8.2967
H 4.2211 -2.8405 -1.9755
H -0.9660 1.3870 -1.3607
H 2.3869 1.4984 0.8570
H -2.3952 -0.0101 -6.7623
H 2.6367 1.4840 3.1507
H 3.3442 0.1684 5.8602
H -1.5360 0.9689 -4.4884
H 3.0979 4.9810 -3.5688
H 4.1353 1.8339 0.9517
H 2.0553 -2.0913 -0.2268
H 4.3107 0.8820 3.0996
H 0.1467 -0.8997 -0.1786
H -0.4499 1.4888 7.3348
H -3.4319 0.1605 -8.9941
H -1.1630 -0.8617 7.6059
H 0.7979 1.5032 -2.7643
H -5.8663 0.5156 -9.2002
H 0.5686 5.5837 -5.1339
H -3.8128 -1.5154 -0.5277
H 0.3830 -2.6953 7.0170
H -0.0584 2.5287 -3.8988
H -2.1652 1.1209 0.8044
H -6.2355 0.5250 -4.9387